[1]
Formula: C6H10O3
Source: the OMol25 dataset
Level of theory: ωB97M-V with the def2-TZVPD basis set

The structure (SMILES) is C=COC(O)(O)C(=C)C. The HOMO energy comes out at -8.60 eV. The energy above the lowest of the compared OMol25 structures with the same formula, charge and spin comes out at 82.5 kcal per mole. For the frontier orbital gap, the calculation gives 9.050 eV. As for the LUMO energy: 0.447 eV. Its total energy is -12523.1950 eV.

Element x y z (Å)
O: -0.98 -1.22 0.59
O: 0.15 -1.65 -1.34
O: 1.20 -1.97 0.58
C: 1.04 0.81 1.46
C: 0.27 -1.22 -0.05
C: 1.19 1.03 -1.00
C: 0.65 0.42 0.06
C: -1.99 0.46 -0.92
C: -1.54 0.03 0.29
H: -0.53 -1.09 -1.77
H: 0.20 0.71 2.15
H: -1.80 0.07 -1.90
H: 0.77 -2.61 1.16
H: 1.37 1.84 1.51
H: -2.62 1.34 -0.97
H: 1.94 1.80 -0.89
H: 1.85 0.18 1.84
H: 0.92 0.75 -2.01
H: -2.08 0.32 1.19

Results of the natural (NBO) charge analysis, in e, for atoms 1 through 2: -0.548, -0.699

[2]
Formula: C6H10O3
Source: the OMol25 dataset
Level of theory: ωB97M-V with the def2-TZVPD basis set

The structure (SMILES) is C[C@@H]1[C@H](O)C12OCCO2. The HOMO energy comes out at -8.85 eV. The energy above the lowest of the compared OMol25 structures with the same formula, charge and spin comes out at 105.7 kcal per mole. For the frontier orbital gap, the calculation gives 9.622 eV. As for the LUMO energy: 0.775 eV. Its total energy is -12522.1900 eV.

Element x y z (Å)
O: -0.36 -1.14 1.92
O: 1.50 0.21 -0.81
O: -0.33 1.20 0.15
C: 2.02 1.31 -0.01
C: 0.23 -0.07 -0.36
C: 0.10 -1.29 0.55
C: 0.68 1.97 0.74
C: -0.64 -1.05 -0.80
C: -2.10 -0.78 -1.10
H: -0.86 -1.86 2.25
H: -2.81 -1.77 -0.96
H: -2.53 -0.09 -0.35
H: 2.57 1.90 -0.91
H: 2.84 0.81 0.63
H: -2.27 -0.53 -2.18
H: 0.89 2.03 1.88
H: 0.02 -1.76 -1.58
H: 0.27 3.01 0.50
H: 0.78 -2.10 0.42

Results of the natural (NBO) charge analysis, in e, for atoms 1 through 2: -0.713, -0.520

[3]
Formula: C6H10O6S
Source: the OMol25 dataset
Level of theory: ωB97M-V with the def2-TZVPD basis set

The HOMO energy comes out at 2.62 eV. The total charge is -2. For the frontier orbital gap, the calculation gives 1.666 eV. As for the LUMO energy: 4.290 eV. Its total energy is -29501.1496 eV.

Element x y z (Å)
S: -0.26 -1.68 -2.28
O: 1.36 0.65 4.78
O: 0.28 2.95 -0.55
O: 2.61 -0.29 3.14
O: 0.01 1.78 1.36
O: 1.62 1.16 -0.07
O: 0.41 -0.71 3.22
C: 0.68 -0.19 -1.93
C: 1.28 -0.14 -0.51
C: -1.92 -0.73 -0.16
C: -1.89 -1.42 -1.52
C: 1.45 -0.10 3.74
C: 0.58 1.93 0.33
H: -0.01 2.58 -1.39
H: 2.22 -0.69 -0.54
H: -1.65 -1.41 0.64
H: 0.65 -0.65 0.21
H: -2.55 -0.89 -2.20
H: -1.27 0.13 -0.12
H: 1.50 -0.19 -2.64
H: -2.93 -0.35 0.03
H: 0.08 0.69 -2.16
H: -2.27 -2.43 -1.40

Results of the natural (NBO) charge analysis, in e, for atoms 1 through 2: 0.157, -0.934

[4]
Formula: C6H10OP
Source: the OMol25 dataset
Level of theory: ωB97M-V with the def2-TZVPD basis set

The HOMO energy (spin up / spin down) comes out at -14.21 / -12.10 eV. The total charge is +1. For the frontier orbital gap (spin up / spin down), the calculation gives 9.042 / 4.368 eV. As for the LUMO energy (spin up / spin down): -5.169 / -7.733 eV. Its total energy is -17708.0618 eV.

Element x y z (Å)
P: -0.67 0.01 0.69
O: -0.47 -0.05 -0.91
C: 0.97 0.21 1.37
C: -1.59 -0.26 -1.85
C: 1.49 -2.74 -1.09
C: -0.10 2.31 1.76
C: 1.07 1.44 1.90
C: -1.15 1.77 1.06
H: 0.87 -2.66 -0.24
H: 1.97 1.86 2.20
H: -1.50 -1.34 -1.89
H: -2.46 0.25 -1.45
H: 1.56 -0.76 1.45
H: -0.14 3.33 2.11
H: 0.98 -2.66 -2.04
H: -2.12 2.29 0.76
H: -1.20 0.09 -2.76
H: 2.50 -3.07 -1.07

Results of the natural (NBO) charge analysis, in e, for atoms 1 through 2: 1.515, -0.695

[5]
Formula: C6H10OS
Source: the OMol25 dataset
Level of theory: ωB97M-V with the def2-TZVPD basis set

The structure (SMILES) is C=C[C@@H](CO)C(C)=S. The HOMO energy comes out at -8.56 eV. The energy above the lowest of the compared OMol25 structures with the same formula, charge and spin comes out at 41.9 kcal per mole. For the frontier orbital gap, the calculation gives 8.585 eV. As for the LUMO energy: 0.028 eV. Its total energy is -19265.2109 eV.

Element x y z (Å)
S: 0.51 -0.51 -2.45
O: 2.35 0.72 0.34
C: -0.02 0.35 -1.16
C: 0.09 -0.22 0.23
C: 1.53 -0.40 0.62
C: -0.68 -1.46 0.47
C: -0.39 1.81 -1.14
C: -1.98 -1.49 0.78
H: 2.13 1.42 0.96
H: 1.92 -1.26 0.04
H: -1.20 2.01 -0.39
H: 0.49 2.32 -0.71
H: -2.57 -2.43 0.79
H: -0.17 -2.40 0.25
H: 1.65 -0.64 1.70
H: -2.59 -0.59 0.96
H: -0.41 0.57 0.83
H: -0.68 2.21 -2.11

Results of the natural (NBO) charge analysis, in e, for atoms 1 through 2: 0.037, -0.713

[6]
Formula: C6H10OS
Source: the OMol25 dataset
Level of theory: ωB97M-V with the def2-TZVPD basis set

The HOMO energy comes out at -6.60 eV. The energy above the lowest of the compared OMol25 structures with the same formula, charge and spin comes out at 139.9 kcal per mole. For the frontier orbital gap, the calculation gives 6.604 eV. As for the LUMO energy: 0.005 eV. Its total energy is -19260.9630 eV.

Element x y z (Å)
S: -2.78 2.26 0.20
O: 0.96 -0.01 0.12
C: 1.27 1.10 0.67
C: -2.44 -0.56 -0.43
C: -2.60 0.72 -0.11
C: 1.06 1.28 2.16
C: 0.63 -1.78 -1.48
C: 1.16 -0.39 -1.11
H: 2.04 1.39 2.78
H: 0.11 -1.87 -2.43
H: 1.60 1.90 0.16
H: 0.41 2.09 2.30
H: -1.43 -0.72 -0.82
H: 0.59 0.33 2.54
H: -3.28 -1.22 -0.54
H: 1.34 0.29 -1.81
H: 0.01 -2.18 -0.62
H: 1.37 -2.63 -1.61

Results of the natural (NBO) charge analysis, in e, for atoms 1 through 2: 0.113, -0.296